Molecular formula: C17H21N2O4S
Method: DFT, ωB97M-V/def2-TZVPD

Element x y z (Å)
C1 1.94488 4.63762 1.78248
O1 2.02890 3.70021 0.71458
C2 1.09294 2.77063 0.66226
O2 0.17781 2.67839 1.47163
C3 1.24558 1.84873 -0.46188
C4 0.33461 0.82228 -0.66751
N1 -0.74807 0.60633 0.16206
C5 -1.64516 -0.35384 -0.00608
O3 -1.58241 -1.15025 -0.96524
C6 -2.72410 -0.45979 1.05388
C7 -3.96562 -1.19933 0.54607
N2 -3.59592 -2.42553 -0.20226
C8 -3.26538 -3.62448 0.61702
C9 -1.93247 -3.50686 1.27080
C10 -0.66563 -3.59493 0.76901
C11 0.20576 -3.38397 1.86411
C12 -0.59289 -3.18738 2.94806
O4 -1.88793 -3.25135 2.60103
S1 0.69123 -0.15336 -2.04666
C13 2.08242 0.81426 -2.35649
C14 2.25225 1.82281 -1.45580
C15 3.45187 2.64220 -1.79046
C16 4.16415 1.79039 -2.86685
C17 3.11686 0.79849 -3.42371
H1 2.77797 5.32171 1.64842
H2 2.01911 4.12498 2.74325
H3 0.99577 5.17495 1.74126
H4 -0.75826 1.30219 0.93267
H5 -3.01294 0.53670 1.38828
H6 -2.29698 -0.97465 1.91680
H7 -4.51216 -0.54744 -0.13923
H8 -4.62287 -1.45043 1.38248
H9 -2.67941 -2.06824 -0.74904
H10 -4.33485 -2.66506 -0.86283
H11 -4.03066 -3.76649 1.38474
H12 -3.26528 -4.48692 -0.05249
H13 -0.38677 -3.78405 -0.24687
H14 1.27503 -3.38881 1.84378
H15 -0.37004 -3.00545 3.98020
H16 4.08323 2.82622 -0.92283
H17 3.14066 3.61190 -2.18480
H18 4.58733 2.40935 -3.65403
H19 4.97751 1.23204 -2.40458
H20 3.53562 -0.19276 -3.59610
H21 2.69431 1.14900 -4.36913

Charge ... +1
E ... -39969.7832 eV
SMILES ... COC(=O)c1c(NC(=O)CC[NH2+]Cc2ccco2)sc2c1CCC2